# 1
A structure of composition C7H8O2 at a distorted geometry, computed with wB97M-V/def2-TZVPD.

Each line ends with the natural charge from an NBO analysis.
Positions of all 17 atoms, in Å:
C 0.65 -1.67 -0.40  -0.438
C 2.10 -1.46 -0.72  0.091
C -1.85 -0.31 0.04  0.794
C 1.95 -0.36 0.39  -0.322
C 0.34 -0.58 0.46  0.415
C -2.90 0.82 -0.01  -0.720
C 2.27 1.04 -0.11  -0.638
O -1.98 -1.46 -0.39  -0.530
O -0.79 0.03 0.80  -0.485
H 0.08 -2.49 -0.79  0.218
H 2.50 -0.58 1.31  0.214
H -3.85 0.27 -0.15  0.250
H -2.52 1.44 -0.79  0.246
H -3.08 1.40 0.97  0.249
H 3.12 0.85 -0.87  0.239
H 2.55 1.58 0.83  0.215
H 1.40 1.48 -0.56  0.203

Its frontier orbital gap is 8.66 eV. Its lowest unoccupied orbital energy is -0.50 eV. Its calculated total energy is -421.791519 Ha. The value obtained for the HOMO energy is -9.16 eV.

***

# 2
A structure of composition C33H47BN4NiO2P2 at a distorted geometry, computed with wB97M-V/def2-TZVPD.

Each line ends with the Löwdin charge.
Positions of all 90 atoms, in Å:
Ni -0.01 0.96 -3.31  0.511
C -1.27 1.61 -4.47  -0.214
C -1.25 0.17 -4.45  -0.238
C -0.32 -0.74 -5.20  -0.211
C 1.13 -0.20 -5.34  -0.199
C 1.68 0.61 -4.19  -0.217
C 1.48 1.95 -3.71  -0.261
C 0.88 3.03 -4.55  -0.204
C -0.42 2.59 -5.27  -0.175
C 1.30 1.12 2.36  -0.022
H -2.09 2.11 -3.93  0.096
H -2.13 -0.31 -3.98  0.089
H -0.65 -0.96 -6.23  0.106
H -0.31 -1.70 -4.67  0.102
H 1.77 -1.12 -5.34  0.115
H 1.25 0.25 -6.34  0.105
H 2.59 0.15 -3.77  0.079
H 2.04 2.25 -2.81  0.092
H 1.59 3.33 -5.32  0.105
H 0.72 3.95 -3.96  0.111
H -1.00 3.50 -5.49  0.109
H -0.12 2.16 -6.24  0.107
H 1.55 2.13 2.73  0.085
H 1.17 1.25 1.26  -0.013
H 2.14 0.42 2.51  0.060
P 1.94 -0.73 -0.19  1.076
P -1.10 -0.71 0.17  1.136
N 3.17 0.32 -0.94  -0.247
N 3.19 -1.86 0.20  -0.281
N -2.31 0.58 -0.67  -0.179
N -2.40 -1.71 0.65  -0.298
C 1.02 -1.56 -1.57  -0.370
C -0.47 -1.82 -1.17  -0.374
C 3.27 1.70 -0.67  -0.165
C 4.41 2.19 -1.29  -0.097
C 5.01 1.11 -2.02  -0.079
C 4.22 -0.02 -1.81  -0.144
C 4.11 -1.45 1.19  -0.145
C 4.83 -2.55 1.61  -0.085
C 4.37 -3.69 0.84  -0.086
C 3.36 -3.23 -0.01  -0.134
C -2.18 1.92 -0.28  -0.170
C -3.10 2.71 -0.97  -0.103
C -3.81 1.85 -1.87  -0.106
C -3.28 0.56 -1.68  -0.191
C -3.62 -2.09 0.07  -0.116
C -4.34 -2.84 1.01  -0.075
C -3.48 -3.04 2.14  -0.092
C -2.28 -2.40 1.88  -0.171
H 1.51 -2.53 -1.78  0.066
H 1.05 -0.93 -2.50  0.041
H -1.14 -1.75 -2.04  0.068
H -0.54 -2.84 -0.76  0.093
H 2.51 2.16 -0.07  0.089
H 4.77 3.21 -1.19  0.091
H 5.90 1.17 -2.64  0.092
H 4.31 -1.04 -2.18  0.114
H 4.19 -0.40 1.44  0.105
H 5.62 -2.52 2.34  0.091
H 4.80 -4.67 0.87  0.084
H 2.79 -3.75 -0.77  0.092
H -1.41 2.20 0.43  0.094
H -3.26 3.78 -0.84  0.092
H -4.59 2.12 -2.56  0.095
H -3.57 -0.35 -2.18  0.083
H -3.84 -1.88 -0.97  0.086
H -5.36 -3.17 0.89  0.091
H -3.72 -3.57 3.06  0.095
H -1.32 -2.42 2.36  0.098
C -3.15 0.72 3.98  -0.003
C -1.74 0.95 4.54  -0.439
C -1.82 1.96 5.68  -0.017
O -0.97 1.57 3.46  0.110
B 0.02 0.67 3.10  -0.754
O -0.14 -0.60 3.63  0.087
C -0.91 -0.39 4.86  -0.434
C 0.09 -0.18 6.01  -0.015
C -1.71 -1.65 5.10  -0.015
H -3.09 0.06 3.10  0.088
H -3.52 1.70 3.67  0.097
H -3.83 0.30 4.74  0.098
H -2.36 2.85 5.32  0.092
H -2.38 1.57 6.53  0.096
H -0.83 2.28 6.01  0.087
H -0.43 -0.10 6.97  0.095
H 0.77 -1.04 6.10  0.094
H 0.73 0.71 5.89  0.096
H -2.23 -1.96 4.17  0.046
H -1.01 -2.45 5.37  0.100
H -2.46 -1.51 5.91  0.106

Its frontier orbital gap (spin up / spin down) is 5.11 / 7.94 eV. Its spin multiplicity is 3. Its lowest unoccupied orbital energy (spin up / spin down) is -0.11 / -0.21 eV. Its calculated total energy is -3870.895154 Ha. The value obtained for the HOMO energy (spin up / spin down) is -5.22 / -8.15 eV.

***

# 3
A cluster of 2 separate species, C4H12S in total at a distorted geometry, computed with wB97M-V/def2-TZVPD.

Each line ends with the natural charge from an NBO analysis.
Positions of all 17 atoms, in Å:
C -0.35 -2.29 -0.63  -0.742
C -1.71 -1.68 1.78  -0.761
S -2.01 -2.01 0.05  0.178
H 0.39 -2.35 0.17  0.223
H -0.38 -3.24 -1.14  0.224
H -0.08 -1.48 -1.30  0.218
H -1.28 -2.53 2.32  0.211
H -2.63 -1.56 2.35  0.237
H -1.08 -0.80 1.90  0.213
C 1.42 2.76 -1.14  -0.605
C 0.78 1.75 -0.19  -0.612
H 0.86 2.95 -2.06  0.202
H 1.55 3.73 -0.71  0.200
H 2.40 2.43 -1.48  0.201
H -0.27 1.90 0.02  0.212
H 1.42 1.66 0.68  0.204
H 0.95 0.76 -0.63  0.198

Its frontier orbital gap is 9.44 eV. Its lowest unoccupied orbital energy is 0.99 eV. Its calculated total energy is -557.758098 Ha. The value obtained for the HOMO energy is -8.45 eV. The structure (SMILES) is CSC.CC.

***

# 4
A cluster of 3 separate species, C15H20BF16N4O4 in total at a distorted geometry, computed with wB97M-V/def2-TZVPD.

Each line ends with the natural charge from an NBO analysis.
Positions of all 60 atoms, in Å:
C -5.44 -1.87 2.22  -0.619
C -4.23 -2.17 1.25  -0.445
C -4.08 -1.19 0.06  0.173
C -4.81 -1.12 -1.18  -0.075
N -4.26 -0.07 -1.93  -0.049
O -4.78 0.20 -3.17  -0.472
C -3.24 0.57 -1.27  0.572
N -2.51 1.65 -1.78  -0.787
N -3.18 -0.10 -0.10  -0.594
B -2.17 0.32 0.96  1.242
N -2.54 1.47 1.81  -1.167
O -1.01 -0.44 1.04  -0.897
H -6.04 -2.80 2.38  0.235
H -5.00 -1.63 3.23  0.222
H -6.11 -1.04 1.88  0.230
H -3.28 -2.10 1.85  0.222
H -4.31 -3.21 0.83  0.256
H -5.63 -1.78 -1.53  0.268
H -5.05 1.15 -3.09  0.492
H -2.31 1.48 -2.77  0.425
H -1.59 1.74 -1.34  0.401
H -2.42 1.29 2.81  0.413
H -2.09 2.34 1.52  0.414
H -0.81 -0.65 1.98  0.530
C 0.98 -0.69 -1.82  -0.130
C -0.06 -0.83 -2.95  0.598
C -0.15 -2.21 -3.61  0.517
F 1.00 -2.57 -4.20  -0.306
F -1.09 -2.18 -4.59  -0.321
F 0.15 0.14 -3.86  -0.309
F -1.29 -0.57 -2.39  -0.364
O 2.24 -0.12 -2.15  -0.509
C 3.22 -0.96 -2.70  0.846
C 3.57 -0.60 -4.14  0.500
F 2.48 -0.63 -4.94  -0.319
F 4.46 -1.48 -4.64  -0.311
F 2.84 -2.25 -2.55  -0.316
F 4.31 -0.80 -1.92  -0.315
H 0.55 0.02 -1.10  0.214
H 1.09 -1.62 -1.25  0.219
H -0.44 -2.98 -2.89  0.146
H 4.00 0.41 -4.19  0.160
C 3.88 0.49 1.95  -0.143
C 4.68 1.81 1.98  0.595
C 5.15 2.28 3.36  0.516
F 4.12 2.52 4.20  -0.323
F 5.83 3.45 3.24  -0.315
F 3.98 2.77 1.35  -0.313
F 5.80 1.60 1.23  -0.318
O 2.45 0.61 1.91  -0.514
C 1.77 0.79 3.11  0.851
C 1.07 2.15 3.20  0.508
F 1.94 3.16 3.05  -0.302
F 0.48 2.30 4.41  -0.318
F 2.59 0.56 4.14  -0.302
F 0.82 -0.20 3.16  -0.350
H 4.13 0.01 1.01  0.237
H 4.20 -0.21 2.72  0.215
H 5.82 1.55 3.82  0.148
H 0.30 2.24 2.42  0.133

Its frontier orbital gap is 9.53 eV. The total charge is +1. Its lowest unoccupied orbital energy is -3.04 eV. Its calculated total energy is -2726.068432 Ha. The value obtained for the HOMO energy is -12.58 eV.

***

# 5
A structure of composition C33H50O2P4S2Sr at a distorted geometry, computed with wB97M-V/def2-TZVPD.

Each line ends with the natural charge from an NBO analysis.
Positions of all 92 atoms, in Å:
Sr 0.79 0.13 0.89  1.746
C 1.41 5.90 -2.12  -0.645
C 2.24 5.69 -0.88  0.011
C 3.23 6.62 -0.56  -0.219
C 3.99 6.50 0.59  -0.183
C 3.77 5.45 1.46  -0.230
C 2.81 4.50 1.15  -0.193
C 2.05 4.60 -0.02  -0.335
P 0.89 3.19 -0.24  0.770
C 0.74 2.92 -2.05  -0.371
C -0.53 2.85 -2.63  -0.206
C -0.70 2.50 -3.95  -0.226
C 0.42 2.23 -4.74  -0.205
C 1.68 2.34 -4.19  -0.236
C 1.87 2.68 -2.85  0.089
C 3.28 2.85 -2.35  -0.653
C -0.71 3.87 0.26  -0.476
C -0.89 5.22 0.54  -0.173
C -2.09 5.69 1.05  -0.284
C -3.11 4.78 1.32  -0.185
C -2.94 3.44 1.08  -0.278
C -1.74 2.93 0.53  0.123
C -1.57 1.52 0.26  -1.028
H 1.35 6.97 -2.35  0.219
H 0.40 5.52 -1.98  0.233
H 1.84 5.39 -2.98  0.226
H 3.39 7.46 -1.22  0.211
H 4.75 7.24 0.81  0.213
H 4.34 5.36 2.38  0.216
H 2.63 3.67 1.81  0.205
H -1.40 3.08 -2.02  0.235
H -1.69 2.44 -4.38  0.213
H 0.30 1.94 -5.78  0.212
H 2.55 2.16 -4.81  0.208
H 3.90 2.05 -2.73  0.222
H 3.33 2.83 -1.27  0.223
H 3.70 3.80 -2.69  0.217
H -0.08 5.92 0.38  0.210
H -2.22 6.75 1.24  0.208
H -4.05 5.14 1.73  0.206
H -3.74 2.74 1.30  0.197
H -1.14 1.32 -0.73  0.178
H -2.49 0.95 0.40  0.189
C -4.00 -1.68 0.98  -0.930
P -2.42 -1.89 0.04  0.791
C -3.13 -2.32 -1.61  -0.939
C -1.94 -3.58 0.63  -0.704
C -0.67 -4.06 -0.10  -0.698
P 0.67 -2.76 -0.04  0.680
C 0.86 -2.41 -1.84  -0.949
C 2.14 -3.80 0.27  -0.948
H -4.67 -2.53 0.81  0.219
H -4.49 -0.77 0.65  0.241
H -3.78 -1.60 2.04  0.233
H -3.79 -3.19 -1.54  0.217
H -2.34 -2.52 -2.33  0.230
H -3.70 -1.46 -1.96  0.242
H -2.77 -4.28 0.49  0.219
H -1.73 -3.51 1.70  0.221
H -0.90 -4.27 -1.14  0.224
H -0.29 -4.98 0.35  0.237
H 0.84 -3.34 -2.41  0.228
H 1.82 -1.92 -2.00  0.268
H 0.07 -1.75 -2.19  0.232
H 2.21 -4.61 -0.45  0.223
H 2.07 -4.21 1.28  0.231
H 3.05 -3.19 0.21  0.283
C 6.82 1.32 -2.96  -0.616
C 6.63 1.24 -1.45  0.113
C 7.97 1.30 -0.74  -0.630
O 5.97 -0.01 -1.18  -0.848
P 5.10 -0.39 0.11  1.718
S 5.65 -2.13 0.80  -0.634
S 3.16 -0.21 -0.34  -0.941
O 5.49 0.88 1.05  -0.850
C 4.72 1.35 2.16  0.116
C 4.51 0.30 3.24  -0.647
C 5.46 2.56 2.69  -0.622
H 7.24 2.29 -3.23  0.210
H 5.88 1.18 -3.49  0.214
H 7.52 0.54 -3.28  0.213
H 5.99 2.06 -1.11  0.184
H 8.59 0.45 -1.06  0.214
H 7.85 1.25 0.34  0.228
H 8.49 2.22 -1.00  0.207
H 3.74 1.67 1.77  0.167
H 5.48 -0.04 3.61  0.229
H 3.99 -0.58 2.83  0.223
H 3.93 0.71 4.06  0.205
H 6.43 2.25 3.09  0.216
H 4.89 3.04 3.49  0.206
H 5.63 3.29 1.90  0.224

Its frontier orbital gap is 5.91 eV. Its lowest unoccupied orbital energy is -0.52 eV. Its calculated total energy is -3630.570772 Ha. The value obtained for the HOMO energy is -6.43 eV.